(1)
DFT (ωB97M-V/def2-TZVPD) results for C19H13ClN5S2Zr as an isolated structure.

Values from the calculation:
Spin multiplicity ... 2
Energy relative to the best compared isomer or geometry (same formula, charge and spin) ... 4.48 kcal per mole
Orbital gap (spin up / spin down) ... 5.92 / 6.29 eV
Charge ... +2
Highest occupied orbital energy (spin up / spin down) ... -0.4908 / -0.5021 Ha

```
41
Properties=species:S:1:pos:R:3:lowdin_spin:R:1
Zr -0.901 -0.969 0.195 0.51
N 2.887 0.945 0.275 0.00
C 4.013 0.073 0.265 0.00
C 5.287 0.609 0.260 0.00
C 6.389 -0.236 0.215 0.00
C 6.210 -1.606 0.151 0.00
C 4.926 -2.144 0.139 0.00
C 3.836 -1.300 0.215 0.01
S 2.202 -2.001 0.300 0.02
N 1.218 -0.649 -0.123 0.02
C 1.645 0.584 -0.022 0.00
C 0.621 1.638 -0.238 0.00
C 0.935 2.938 -0.584 0.00
C -0.082 3.876 -0.697 0.00
C -1.387 3.480 -0.453 0.00
C -1.631 2.152 -0.164 0.00
N -0.663 1.228 -0.080 0.01
H 3.090 1.925 0.396 0.00
H 5.425 1.684 0.296 0.00
H 7.383 0.187 0.225 0.00
H 7.065 -2.266 0.107 0.00
H 4.780 -3.216 0.088 0.00
H 1.960 3.219 -0.785 0.00
H 0.142 4.899 -0.969 0.00
H -2.206 4.183 -0.502 0.00
H -2.641 1.808 0.017 0.00
N -6.665 0.960 -2.312 0.00
C -6.062 0.295 -1.597 0.00
C -5.286 -0.492 -0.684 0.00
C -5.880 -1.286 0.296 0.02
C -5.057 -2.003 1.149 0.00
C -3.688 -1.901 1.017 0.02
N -3.103 -1.121 0.079 0.02
C -3.904 -0.444 -0.760 0.02
H -6.958 -1.338 0.373 0.00
H -5.476 -2.640 1.914 0.00
H -3.030 -2.452 1.674 0.00
H -3.432 0.148 -1.536 0.00
S -0.487 -4.651 -0.340 0.20
C -0.734 -3.156 -0.270 0.15
Cl -0.741 -0.959 2.469 -0.01
```

---

(2)
DFT (ωB97M-V/def2-TZVPD) results for C19H14AuN2O8S2 as an isolated structure.

Values from the calculation:
Energy relative to the best compared isomer or geometry (same formula, charge and spin) ... 0.00 kcal per mole
Orbital gap ... 6.92 eV
Charge ... +1
Highest occupied orbital energy ... -0.4636 Ha

```
46
Properties=species:S:1:pos:R:3:lowdin_charge:R:1
Au -1.080 0.504 0.763 1.43
O 5.150 -4.463 1.369 0.14
C 3.817 -4.486 1.552 -0.47
O 3.238 -5.512 1.743 0.16
C 3.091 -3.165 1.503 -0.10
C 3.579 -2.055 0.824 0.01
C 2.843 -0.883 0.784 -0.01
C 1.619 -0.844 1.431 -0.28
C 1.104 -1.947 2.098 0.00
C 1.851 -3.107 2.132 0.04
N 0.852 0.362 1.399 -0.02
C 1.350 1.488 1.744 0.01
C 0.491 2.671 1.713 -0.22
C 0.886 3.935 2.087 0.04
C -0.051 4.967 2.033 0.01
C -1.338 4.700 1.611 0.02
C -1.679 3.402 1.246 -0.04
N -0.778 2.431 1.306 -0.04
H 5.496 -3.564 1.368 0.10
H 4.511 -2.101 0.274 0.13
H 3.188 -0.038 0.201 0.13
H 0.134 -1.904 2.575 0.12
H 1.478 -3.992 2.628 0.14
H 2.374 1.554 2.100 0.16
H 1.901 4.113 2.416 0.14
H 0.233 5.970 2.322 0.13
H -2.087 5.476 1.559 0.13
H -2.668 3.114 0.906 0.13
O -3.995 -1.293 -0.196 -0.24
S -3.820 0.002 -0.750 0.58
O -4.937 0.844 -1.019 -0.25
O -2.912 0.919 0.204 -0.49
C -2.831 -0.087 -2.232 -0.24
C -3.337 0.618 -3.314 -0.04
C -2.657 0.638 -4.524 -0.04
C -1.449 -0.024 -4.646 -0.04
C -0.928 -0.715 -3.562 -0.05
C -1.615 -0.768 -2.357 -0.24
S -0.809 -1.822 -1.161 0.54
O 0.587 -1.500 -1.276 -0.29
O -1.252 -3.160 -1.311 -0.20
O -1.313 -1.358 0.245 -0.47
H -4.273 1.143 -3.198 0.12
H -3.077 1.176 -5.363 0.12
H -0.905 -0.008 -5.580 0.12
H 0.020 -1.229 -3.649 0.12
```

---

(3)
DFT (ωB97M-V/def2-TZVPD) results for C19H14BrI2MnN3O3 as an isolated structure.

Values from the calculation:
Spin multiplicity ... 4
Orbital gap (spin up / spin down) ... 6.10 / 4.27 eV
Charge ... +2
Highest occupied orbital energy (spin up / spin down) ... -0.5074 / -0.5073 Ha

```
43
Properties=species:S:1:pos:R:3:lowdin_spin:R:1
Mn -1.564 0.085 0.144 1.95
I 3.654 1.594 -5.073 0.22
C 2.403 0.827 -3.610 0.19
C 2.033 -0.522 -3.650 0.00
C 1.170 -1.003 -2.702 0.10
I 0.556 -2.994 -2.660 0.06
C 0.648 -0.137 -1.684 0.18
O -0.206 -0.570 -0.829 0.19
C 1.082 1.224 -1.631 0.06
C 0.694 2.062 -0.441 0.00
N -0.744 2.012 -0.060 -0.03
C -0.920 2.597 1.297 0.00
C -0.527 1.552 2.310 0.01
C -0.038 1.825 3.569 0.00
C 0.202 0.768 4.439 0.01
C -0.050 -0.532 4.022 0.00
C -0.521 -0.732 2.741 0.00
N -0.747 0.288 1.903 -0.02
C 1.937 1.688 -2.588 0.07
H 2.422 -1.176 -4.418 0.00
H 0.978 3.101 -0.618 0.00
H 1.263 1.699 0.419 0.00
H -1.265 2.568 -0.732 0.00
H -1.975 2.843 1.437 0.00
H -0.335 3.510 1.412 0.00
H 0.152 2.845 3.876 0.00
H 0.579 0.963 5.434 0.00
H 0.110 -1.375 4.678 0.00
H -0.724 -1.727 2.362 0.00
H 2.278 2.715 -2.560 0.00
Br -8.122 -1.197 -3.135 0.00
C -7.032 -1.406 -1.617 0.00
C -7.482 -2.148 -0.520 0.00
N -6.742 -2.307 0.563 0.00
C -5.557 -1.737 0.660 0.00
C -5.036 -0.980 -0.390 0.00
C -5.782 -0.824 -1.554 0.00
C -3.729 -0.323 -0.274 0.01
O -3.269 0.031 0.886 0.01
O -2.981 -0.083 -1.266 0.00
H -8.458 -2.617 -0.528 0.00
H -5.007 -1.900 1.580 0.00
H -5.391 -0.257 -2.388 0.00
```

---

E, respectively: -62824.1185 -64644.7082 -148091.6975 eV.
Molecular weight, respectively: 502.16 659.43 720.99 g mol⁻¹.
Strongest force on any atom, respectively: 0.0309 0.0047 0.0347 Eh/bohr.